ORCA calculation (ωB97M-V with the def2-TZVPD basis set) on a cluster of 17 separate species, C82H186Cl12O39 in total at a distorted geometry.

Cartesian coordinates (Å):
Cl: -2.61714 -4.82356 3.78371
Cl: 4.16186 -0.83167 -3.95269
Cl: -2.80989 6.84773 3.96616
Cl: 3.68432 -6.72292 -2.60946
Cl: 6.05086 -0.62783 -1.84745
Cl: -0.15059 -6.49179 3.95339
Cl: -3.42533 3.96542 4.17213
Cl: 6.99828 -1.22548 -4.56628
Cl: 1.96609 -4.44141 -3.08796
Cl: 4.52185 -4.71244 -4.48420
Cl: -0.73236 -4.50037 5.94940
Cl: -2.93278 5.18925 1.51877
O: -1.14150 -6.75330 0.70157
O: -1.22257 -7.43012 -4.33743
O: -2.04672 9.12658 1.92501
O: -4.33986 -4.06782 -6.47438
O: 4.74474 -0.74367 5.03423
O: 3.60294 -0.49104 2.27686
O: 0.11119 1.44272 5.11197
O: 0.20670 7.26006 1.32692
O: 2.38037 3.12777 5.13338
O: -4.08623 -0.95760 3.39023
O: 4.32726 -4.53461 0.05331
O: -5.71074 -0.54236 5.51086
O: 6.47031 -3.95535 -1.60973
O: -2.32898 -5.18649 -2.59234
O: -3.39237 11.16624 0.24326
O: -0.84646 -3.36869 -6.41906
O: -3.10035 0.57627 -0.81137
O: -2.32499 9.38704 -3.35212
O: -0.21642 12.09478 -4.29507
O: 7.24378 2.11772 0.13817
O: -6.66522 0.23915 -4.33909
O: 0.82624 0.24715 0.31374
O: -1.88247 0.27378 7.02797
O: -0.05488 -8.92904 -0.85262
O: -5.34025 4.72218 -1.58297
O: -3.79427 -0.19849 -3.70034
O: -4.81449 -3.56684 2.14993
O: -4.35060 4.40442 -4.25407
O: 4.50927 -1.35927 8.62127
O: 0.02317 -1.61735 2.33236
O: 10.59823 -2.63475 2.91561
O: -3.16264 7.69107 -1.39190
O: 0.71668 -6.73475 -6.12689
O: 8.72853 -0.57986 2.19613
O: 2.72374 -9.96890 -1.43293
O: -0.46059 -1.01613 -4.92312
O: 0.46027 2.63932 -1.26204
O: -7.11542 6.98420 -0.82712
O: 3.96571 -4.40590 3.14892
C: -3.07878 -3.81214 -7.07256
C: -3.57681 -1.45455 2.16696
C: -3.09836 -0.95654 -2.73193
C: 4.57095 -5.10707 4.20244
C: 0.27523 2.63220 4.37721
C: -5.32161 3.46843 -2.22661
C: 0.62247 -1.79715 -5.35290
C: 3.17946 -4.48808 0.91667
C: 3.33877 4.12259 5.34052
C: 0.43284 -10.35561 -0.88667
C: 0.14555 -3.25108 -5.39892
C: -3.16846 4.88600 -4.85941
C: 0.20163 4.02403 -1.32171
C: 5.44419 -3.81972 0.50123
C: -1.71232 -0.56756 8.23893
C: 4.98486 -0.58176 2.62991
C: -2.91853 -6.35907 -3.08683
C: -3.53452 5.40357 3.23509
C: -7.14096 8.35010 -0.49627
C: -0.25413 0.34620 -4.90464
C: 1.12441 3.64165 5.13984
C: 8.02376 0.98567 0.50018
C: -6.18223 4.84506 -0.51541
C: -2.08699 -3.83402 -5.93998
C: -3.77196 10.59586 -1.02573
C: -1.21950 -0.29220 5.89963
C: 9.68056 -2.11864 3.80088
C: 3.92256 -10.36657 -2.02227
C: -7.59882 1.15670 -4.89517
C: 0.00986 -8.16717 -4.36068
C: -1.51352 -5.37411 0.56912
C: -1.57093 10.03994 -4.36320
C: -4.87221 0.21102 3.39162
C: -1.05598 0.70127 4.82919
C: -2.15822 6.66810 -1.40307
C: 2.94944 0.61793 2.83430
C: -4.56340 -2.39077 1.42019
C: -3.96789 10.43769 1.33895
C: 4.33780 -0.55794 9.75716
C: 0.45573 6.81732 2.68304
C: -1.11936 9.24086 0.83950
C: 1.59453 -10.68615 -1.77748
C: 8.30244 0.81425 2.03156
C: 4.79988 -1.54786 6.20856
C: -2.29482 -0.11239 -1.75589
C: 1.61823 2.37071 -0.46817
C: 3.39969 -5.24898 2.19591
C: -4.12370 3.50514 -3.11841
C: -4.61905 -1.01032 -4.55055
C: 11.86195 -2.02539 2.95095
C: -3.39301 9.06936 1.51680
C: -2.74493 8.13279 -3.77747
C: -5.18276 0.59897 4.84224
C: 0.70863 -8.17306 0.04890
C: -3.29370 -4.21228 -1.99586
C: -3.77065 7.73203 -2.72611
C: -6.24915 6.25136 -0.00679
C: 0.75886 -6.52082 -7.55739
C: 0.22618 -6.79774 0.21169
C: -4.90563 -1.44203 6.24126
C: -1.89611 -7.51691 -3.09149
C: 4.37265 -0.66045 7.35037
C: 1.84037 0.88742 -0.53372
C: 6.65747 -4.23883 -0.21854
C: 3.65106 -5.01854 -2.99749
C: 5.68088 -1.42810 -3.41416
C: 0.47485 -8.07704 -5.81797
C: -2.46351 1.60719 -0.07785
C: 0.98734 -1.17812 0.16834
C: -5.99853 -3.58445 2.93941
C: 5.20957 -1.39250 3.84710
C: -0.10315 -1.85947 0.93494
C: 0.19910 8.69188 1.15401
C: 7.43302 -4.39694 -2.55609
C: 5.87091 2.00519 0.21279
C: -1.05086 13.08831 -4.89546
C: -0.92054 11.14960 -3.54584
C: -5.63981 -0.07840 -5.26258
C: -5.32251 -4.47169 -7.43953
C: 9.26171 -0.70894 3.51721
C: -1.37746 -5.66910 4.83920
C: 0.96082 -2.36476 3.07209
H: -4.61759 5.63556 3.04192
H: 0.55355 9.28877 2.05722
H: 10.14053 -0.03207 3.59419
H: -4.20639 -2.61771 0.39494
H: 0.26425 -7.44243 -8.00600
H: 0.78419 2.47397 3.36895
H: 7.55023 -3.74501 0.19619
H: -4.81068 10.45487 -0.95252
H: 1.93853 -2.08292 2.73841
H: -5.84765 4.21605 0.33575
H: 11.92839 -1.00579 2.58967
H: -3.49820 11.28996 -1.74636
H: 0.47924 0.72151 -4.18257
H: 12.14720 -1.86282 4.03574
H: 0.64751 3.61713 6.13450
H: -1.24974 -7.36247 -2.18838
H: 3.29476 1.59892 2.39850
H: -0.42782 -10.97276 -1.14459
H: 1.39084 -8.62944 -6.02300
H: -5.32245 2.70031 -1.47615
H: -2.47552 -1.69007 -3.24831
H: -5.48407 -1.78593 7.06124
H: 1.70248 -8.20637 -0.34775
H: -7.77247 8.83809 -1.23682
H: -1.19848 0.82307 -4.64265
H: -1.66985 6.80123 -0.42873
H: -0.46381 4.12907 -2.17182
H: 9.04120 1.47414 2.38590
H: -3.73684 11.00067 2.17049
H: 1.78700 0.58892 -1.59571
H: -5.21453 -5.48655 -7.64686
H: -3.81313 -4.80675 -1.19808
H: -2.40960 -8.45613 -3.00348
H: 3.17629 4.65529 6.25086
H: 10.14653 -2.16234 4.79796
H: 3.31574 -0.42603 7.32402
H: 7.50118 0.07133 0.23384
H: -7.08380 2.01962 -5.28007
H: -5.15887 -1.76555 -3.91208
H: 3.96828 -10.32713 -3.11220
H: 5.51188 -1.08966 1.82464
H: -1.03556 -1.50757 0.60549
H: 3.97854 -5.86567 4.71583
H: 4.14671 -4.43492 -2.17637
H: 0.59593 -10.61756 0.15031
H: 0.77387 -3.41581 3.04833
H: 3.44826 0.09266 9.68806
H: -8.03861 0.74448 -5.79891
H: 4.60013 -9.69383 -1.62025
H: -3.98499 -3.84167 -2.70922
H: -2.28727 -1.55937 8.20377
H: -5.49554 -1.81632 1.30690
H: -3.98767 -1.57179 -5.27568
H: 5.48252 1.02306 -0.04631
H: -1.53398 13.68398 -4.11617
H: 5.43132 2.32698 1.16898
H: -1.37083 -5.07439 -0.44887
H: 4.03107 -6.14383 1.98542
H: 6.79312 -5.30007 -0.10126
H: -3.73775 -6.59311 -2.49709
H: 1.77593 -6.48167 -7.93634
H: 1.05125 4.66000 4.69434
H: 5.56355 -3.84179 1.59660
H: -1.61923 -0.81949 -1.33615
H: -5.21167 0.81662 -5.71549
H: -3.98743 8.54440 2.28665
H: 2.52612 2.90494 -0.80838
H: -1.96736 1.29823 4.70732
H: 8.61239 -0.31057 4.30471
H: -3.29255 -0.63830 1.47060
H: -3.20516 3.85766 -2.50716
H: -6.13195 8.74276 -0.54703
H: -2.69751 -3.42741 -1.61136
H: -3.99682 -0.93771 6.64338
H: -1.49633 1.21114 0.26561
H: -6.49140 6.19985 1.01815
H: 4.70165 -4.26467 4.87630
H: -1.77071 12.52968 -5.56897
H: -3.83445 -1.56528 -2.14446
H: -6.29712 -4.28707 -6.96763
H: 0.90464 8.89770 0.39225
H: -3.48977 8.45871 0.59575
H: 5.43497 -5.60121 3.79681
H: 8.45412 -4.20878 -2.24305
H: 1.89996 0.44406 2.63695
H: -5.93568 1.37076 4.88303
H: 1.55373 6.84563 2.97730
H: -3.37832 -6.20599 -4.09605
H: 4.17703 -11.44021 -1.68243
H: -0.46057 13.82482 -5.45247
H: 5.34132 -2.75951 0.21073
H: -7.24099 4.54302 -0.78268
H: 0.88896 -1.49717 -6.38932
H: -5.06151 10.28069 1.23666
H: 2.84138 0.58972 -0.00308
H: 0.91263 -6.35597 0.92319
H: -2.52010 -3.23937 -5.15703
H: -0.25434 -0.59928 6.25053
H: 4.31276 -1.20435 10.62243
H: -3.31992 8.10875 -4.71246
H: -4.49440 8.55139 -2.66949
H: -0.22320 -9.13863 -3.89961
H: 2.42132 -5.60928 2.58306
H: -3.03437 1.98773 0.73069
H: -6.12489 -0.60018 -6.10007
H: 0.26217 -5.55274 -7.89311
H: 2.93189 -3.46038 1.24749
H: 4.94073 0.30180 7.37293
H: 4.13544 -2.45780 6.21373
H: -3.29009 9.62589 -1.11481
H: 0.01649 0.80044 -5.90988
H: 8.76706 -2.67734 3.75250
H: 1.46501 -1.70122 -4.70835
H: 2.36821 -4.82319 0.17151
H: 0.67375 -7.70345 -3.67228
H: -2.19547 2.46825 -0.78440
H: 6.30431 -1.64362 3.98311
H: -3.47025 5.62456 -5.60677
H: -0.32980 4.30867 -0.32823
H: -7.67422 8.45930 0.50875
H: 0.11161 5.80346 2.73764
H: 7.29493 -3.81837 -3.51358
H: 3.45430 4.74218 4.46735
H: -2.57811 5.69679 -1.48222
H: 3.15840 0.87586 3.91060
H: -1.72635 0.60032 -2.34601
H: -6.22318 3.33112 -2.83043
H: -1.92542 -4.82785 -5.55510
H: 1.41008 2.68162 0.59045
H: 0.88193 -2.06363 4.07767
H: -1.89515 7.42707 -4.01406
H: -5.88324 -3.32029 4.02448
H: -0.38036 -8.45060 -6.42694
H: -0.98147 -4.69995 1.31348
H: 12.60141 -2.69691 2.53754
H: 4.32367 3.63268 5.55657
H: -6.67808 -2.83035 2.54395
H: 7.38257 1.02894 2.61979
H: -6.42921 -4.57082 2.72471
H: -5.29796 -3.85240 -8.32913
H: 1.82955 -11.77694 -1.71233
H: -2.58662 -5.39220 0.79366
H: -2.66643 -2.04895 2.38110
H: 7.33139 -5.44154 -2.73835
H: -2.59344 4.09247 -5.41995
H: 0.90163 -1.45492 -0.89508
H: -3.00689 -2.83402 -7.53177
H: -0.73699 9.41490 -4.79271
H: -2.21034 10.46772 -5.12834
H: -4.42582 1.00278 2.81213
H: 0.93141 -4.00279 -5.61032
H: 1.17329 4.57810 -1.34769
H: -1.87423 -6.39594 5.37868
H: -1.52288 8.78953 -0.05607
H: -4.58996 -2.25688 5.60720
H: 1.25875 -10.49799 -2.80676
H: 4.68869 -2.31594 3.66292
H: 5.39851 0.39551 2.63753
H: -0.06561 7.47526 3.40065
H: -2.07211 0.01245 9.04461
H: -1.77295 11.72799 -2.98328
H: -0.05259 -2.93109 0.69077
H: 5.57561 -2.49058 -3.19498
H: -4.26285 6.77034 -2.90797
H: -8.37006 1.35191 -4.17524
H: 2.02759 -1.46841 0.45118
H: -2.50574 5.31744 -4.16842
H: -4.32044 0.93923 5.39708
H: -0.72333 3.00880 4.28171
H: -0.89610 10.21150 0.45347
H: -5.27828 6.66249 -0.15300
H: -1.79514 -1.14035 5.52994
H: -0.29456 -3.50431 -4.43262
H: 0.26672 -6.27956 -0.74154
H: -1.32944 6.77980 -2.17237
H: 8.97709 1.04812 -0.07814
H: 0.55726 -8.72091 0.97892
H: -0.65433 -0.71434 8.44313
H: -0.86981 0.21823 3.86398
H: 5.59139 2.71972 -0.57171
H: 5.25346 0.11071 9.78082
H: 5.83134 -1.93404 6.36109
H: -2.81649 -4.64277 -7.81052
H: -0.24354 10.61610 -2.80447
H: -5.84767 0.10675 2.87723
H: -3.87937 2.55004 -3.48880

The value obtained for the LUMO energy is 0.435 eV. The value obtained for the total energy is -11691.63648 Ha. As for the energy above the lowest of the compared OMol25 structures with the same formula, charge and spin: 78.4 kcal per mole. The calculation puts the gap between HOMO and LUMO at 9.3 eV. Its net charge is 0.

Here are the Löwdin charges for atoms 1 to 4, given in e: Cl 0.5805; Cl 0.5862; Cl 0.6215; Cl 0.5860